# 1
The following is a DFT calculation (ωB97M-V/def2-TZVPD) of C28H63ClF2GaNO14P as an isolated structure at a distorted geometry.

Properties
HOMO level: -6.371 eV
Maximum force: 1.1 eV/Å
Multiplicity: 1
Net charge: -1
Gap between HOMO and LUMO: 8.12 eV

```
111
Properties=species:S:1:pos:R:3:forces:R:3
C 0.48637 -0.08915 4.11577 0.3051 -0.2937 -0.1554
O 0.62774 -1.20681 3.26001 -0.1641 0.0668 0.0115
C -0.47689 -2.11226 3.32546 0.2593 0.1710 -0.0473
C -0.06589 -3.35762 4.09083 -0.1791 0.1128 0.2873
C -1.11425 -4.48080 4.17817 0.1475 -0.1126 -0.4221
C -2.06337 -4.61794 2.97191 -0.2417 -0.4239 0.1535
C -3.44483 -4.00908 3.22532 0.2293 0.3446 0.4078
C -4.32615 -4.90250 4.09390 -0.2153 -0.3361 -0.3587
C -5.81770 -4.51323 4.12832 0.4614 0.1360 0.3683
C -6.11420 -3.00911 4.23674 -0.4478 -0.2348 -0.0469
Ga -7.86845 -2.52588 3.39145 0.2518 -0.1732 -0.3416
Cl -9.05852 -4.32417 2.77271 0.0222 0.0953 0.1651
C -7.56037 -1.38946 1.73572 -0.1817 -0.1623 0.3225
P -6.59205 -2.12006 0.44961 -0.4552 0.5830 -0.8246
O -6.95149 -1.72167 -0.92870 -0.0918 -0.1130 0.0515
O -5.06341 -1.70076 0.73861 0.0694 -0.0668 0.1635
O -6.64477 -3.71195 0.57372 0.4339 0.0532 0.3097
N -9.07529 -1.44720 4.57608 0.4309 0.3288 0.1940
C -8.80421 -1.46746 5.90366 -0.4174 0.4249 0.1317
O -8.88566 -0.59905 6.72599 0.0486 -0.2601 -0.1302
F -8.46617 -2.71903 6.28165 0.1125 -0.2264 0.0860
C -9.31659 -0.16411 4.08671 0.1761 0.0918 -0.0890
O -8.59949 0.77988 4.03513 -0.1860 -0.1476 0.0936
F -10.54490 -0.10323 3.53871 -0.1130 0.0297 -0.0963
H -0.35897 0.53287 3.81206 -0.1181 0.0096 0.1317
H 1.39845 0.49217 4.02464 0.0748 0.1367 -0.0123
H 0.38828 -0.41013 5.15760 -0.1887 0.0908 0.0685
H -0.75245 -2.33295 2.29543 -0.0654 -0.0699 -0.0087
H -1.33089 -1.62406 3.80361 -0.0711 -0.0032 -0.0295
H 0.86529 -3.73193 3.66377 -0.0191 0.0006 -0.1785
H 0.18081 -3.02847 5.10451 0.1192 -0.0782 0.0279
H -1.71279 -4.37943 5.08370 -0.0338 0.0732 0.0372
H -0.57136 -5.42287 4.27237 0.0453 0.0084 0.2094
H -2.21018 -5.68684 2.78965 0.0041 -0.0099 -0.1112
H -1.62032 -4.22782 2.05687 0.0829 0.1064 0.0102
H -3.30446 -3.06382 3.75978 -0.0296 0.1182 -0.1662
H -3.94917 -3.74923 2.29252 -0.0165 -0.1322 -0.0933
H -3.93048 -4.98717 5.10901 0.0864 0.2116 0.0405
H -4.26596 -5.91580 3.67866 -0.0067 -0.0630 0.0790
H -6.31638 -4.99314 3.28244 -0.0462 0.1013 -0.1218
H -6.25410 -4.98124 5.01315 -0.1802 -0.1705 -0.1393
H -6.08762 -2.72608 5.28845 0.0453 0.1538 0.0258
H -5.37507 -2.39910 3.71711 0.0613 -0.0013 -0.0666
H -8.50456 -1.12505 1.25752 -0.0861 -0.0561 0.0134
H -7.07484 -0.46122 2.03803 0.0542 0.0321 -0.0240
H -4.78252 -1.22659 -0.06148 0.2277 -0.1011 -0.0959
H -6.40696 -4.00931 1.46490 -0.1805 -0.2125 -0.0943
C 4.08043 0.67937 2.68866 -0.0815 -0.0448 -0.0004
O 3.40712 1.81826 3.19621 0.1020 0.0196 -0.0564
C 4.27406 2.78152 3.76967 -0.2153 -0.0196 0.0775
C 4.52645 3.93986 2.83058 0.1964 0.0443 -0.0202
O 5.23841 3.53684 1.67365 -0.0649 -0.0678 -0.0062
C 4.41124 3.35716 0.53562 0.0764 0.0033 -0.0479
H 3.36817 0.12404 2.08034 -0.0357 -0.0079 0.0425
H 4.93758 0.96168 2.07259 0.0062 0.0100 0.0062
H 4.41763 0.03340 3.50673 0.0442 0.0043 -0.0140
H 5.22200 2.31981 4.06331 0.0299 0.0038 -0.0219
H 3.78848 3.16200 4.67432 0.0282 0.0048 0.0063
H 5.13697 4.68663 3.34884 -0.0246 0.0040 0.0090
H 3.57778 4.41064 2.55466 -0.0261 -0.0146 -0.0017
H 4.09936 4.32634 0.13110 -0.0633 -0.0158 0.0081
H 3.52745 2.75931 0.76942 -0.0131 0.0144 0.0057
H 4.99689 2.83772 -0.22119 0.0161 0.0325 -0.0123
C -2.64919 0.05408 -4.93477 -0.0217 0.0099 -0.0152
O -3.80456 -0.70882 -5.21177 0.0198 0.0098 0.0518
C -3.92244 -1.87014 -4.39800 -0.0603 0.0358 -0.1240
C -4.88593 -1.67667 -3.25051 0.0613 -0.1050 0.3024
O -4.40601 -0.70822 -2.32340 0.1479 0.0605 -0.0827
C -5.04223 0.55038 -2.45834 -0.1353 0.0600 0.1182
H -2.76197 1.01467 -5.43616 -0.0077 -0.0130 -0.0296
H -2.52683 0.22669 -3.86272 0.0101 -0.0023 0.0028
H -1.75162 -0.44165 -5.32455 0.0194 0.0018 0.0468
H -2.93944 -2.16604 -4.01689 0.0156 0.0010 0.0104
H -4.29494 -2.67631 -5.03737 0.0030 -0.0105 0.0224
H -4.99129 -2.61711 -2.70472 -0.0662 -0.0119 -0.0386
H -5.87695 -1.39920 -3.61486 -0.0077 0.0143 0.0154
H -6.06145 0.50026 -2.06251 0.0042 -0.0201 -0.0420
H -5.06904 0.87793 -3.50091 0.0237 -0.0163 -0.0104
H -4.46794 1.27228 -1.87696 0.0124 -0.0263 0.0188
C 5.55288 0.11785 -1.18626 -0.0265 0.0397 0.0772
O 5.52510 1.09585 -2.20961 0.0080 -0.1010 -0.0277
C 6.80914 1.44304 -2.70332 -0.1894 0.2086 -0.0135
C 7.10437 0.75921 -4.01907 0.2292 -0.0791 0.0019
O 7.20907 -0.64752 -3.87920 -0.0865 0.0035 0.0342
C 6.04365 -1.34461 -4.28046 0.0299 -0.0158 -0.0003
H 4.53317 -0.23369 -1.03729 -0.0232 0.0505 -0.0056
H 6.18515 -0.73341 -1.44905 0.0230 0.0168 -0.0306
H 5.91174 0.55758 -0.24860 0.0386 -0.0617 0.0141
H 7.58384 1.20299 -1.96855 0.0131 -0.0416 -0.0030
H 6.81285 2.52751 -2.85963 0.0447 -0.0087 -0.0130
H 8.06817 1.12064 -4.39316 -0.0237 0.0300 -0.0147
H 6.33704 1.01643 -4.75661 -0.0286 -0.0012 0.0057
H 5.95386 -1.35289 -5.37236 -0.0436 0.0213 0.0023
H 5.14169 -0.90608 -3.84780 -0.0073 0.0080 -0.0087
H 6.13975 -2.37080 -3.93024 0.0357 -0.0052 -0.0121
C 5.18369 4.31612 -4.95865 -0.0178 -0.0601 0.0606
O 6.37774 4.84216 -4.40420 -0.0471 0.0180 -0.1230
C 7.48669 4.75235 -5.28368 0.0424 -0.0111 0.2390
C 7.78020 6.07241 -5.96030 0.0307 -0.0038 -0.1929
O 6.73543 6.46471 -6.83388 -0.0485 -0.0157 0.0661
C 5.86908 7.43815 -6.28047 0.0007 -0.0006 -0.0334
H 4.35611 4.62355 -4.32227 0.0398 -0.0012 0.0587
H 5.00947 4.68655 -5.97130 0.0218 0.0069 -0.0078
H 5.22112 3.22130 -4.97539 -0.0418 -0.0005 -0.0485
H 7.32072 3.97317 -6.03444 -0.0099 0.0057 -0.0288
H 8.35703 4.46510 -4.68411 0.0120 -0.0078 -0.0303
H 8.68705 5.96383 -6.56366 0.0109 0.0028 0.0259
H 7.96491 6.84542 -5.20787 -0.0147 0.0019 0.0269
H 6.35665 8.41878 -6.25130 -0.0060 0.0031 0.0480
H 5.54641 7.16567 -5.27311 0.0065 0.0062 0.0097
H 4.99483 7.50186 -6.92595 0.0201 0.0015 -0.0332
```
Forces are in eV/Å.

=====

# 2
The following is a DFT calculation (ωB97M-V/def2-TZVPD) of a 3-piece molecular cluster, C28H64B3Br2F3I3N3O11PS2Si4 overall.

Properties
HOMO level: -11.150 eV
Maximum force: 1.0 eV/Å
Multiplicity: 1
Net charge: +1
Gap between HOMO and LUMO: 8.17 eV

```
124
Properties=species:S:1:pos:R:3:forces:R:3
C 4.75244 2.68963 5.09858 0.0807 -0.0721 0.0592
B 3.22581 3.03169 5.15564 0.2095 0.2327 0.1319
O 2.76044 3.82861 6.12656 -0.3554 -0.7155 0.0154
N 2.12618 2.62088 4.05243 0.0142 0.7280 -0.4440
C 2.37914 1.20031 3.52596 -0.7189 -0.3464 -0.1019
C 3.51674 0.30715 4.03842 0.1849 0.3107 -0.1052
O 4.28808 -0.14124 3.26524 0.0776 -0.1805 -0.1476
I 3.69494 -0.31899 6.08444 -0.3292 -0.1697 0.1091
C 0.61077 2.64655 4.61827 0.3408 -0.4807 0.3310
C 0.00550 3.85093 5.38981 -0.5702 0.1052 0.2402
C -0.79158 5.01350 4.80158 -0.4162 0.2719 0.2485
C -1.15670 5.98105 5.93836 0.0603 0.1953 -0.3876
S -2.49455 5.31814 6.97355 -0.0420 -0.1259 0.1015
B 0.61273 1.51374 5.83764 0.1133 -0.2782 -0.1156
O 0.42779 0.17308 5.57162 -0.2757 0.2275 -0.1256
O 0.83309 1.95591 7.10739 -0.4202 0.1414 -0.1032
C -0.35591 2.34135 3.42667 -0.3738 0.2502 -0.8178
C -1.33041 1.17399 3.69749 -0.3202 -0.0902 -0.3376
C -2.80973 1.41125 3.30092 0.4264 -0.2633 0.3341
C -3.76859 0.71512 4.27587 -0.4611 0.2954 -0.3244
F -3.34637 -0.54510 4.54861 0.1508 -0.2397 0.0821
Br -5.50510 0.62013 3.41137 0.0257 -0.0013 0.0092
C -3.93046 1.45811 5.62910 0.0345 -0.6292 -0.0904
F -4.13490 2.73638 5.38881 -0.2174 0.9242 -0.1708
F -2.75465 1.36619 6.30011 0.4286 -0.0293 0.2189
Br -5.29171 0.78842 6.79059 -0.1031 -0.1649 0.1008
N 0.30196 2.27630 2.07680 0.5728 -0.4384 0.3444
C -0.73531 1.91821 1.10034 -0.5024 -0.0645 0.0574
C -0.49161 1.71725 -0.40292 0.2437 -0.3273 -0.1471
O -0.09771 0.69132 -0.83944 -0.2867 -0.1885 -0.0303
I -1.16495 3.20529 -1.77824 -0.1027 0.0598 -0.0459
C 1.17958 3.34775 1.73069 -0.4225 0.0623 0.1644
I -0.15809 5.14958 1.34134 -0.1217 0.2849 0.0522
B 1.89571 3.10253 0.27053 -0.4309 0.2207 -0.2345
O 2.12749 4.10007 -0.63147 0.6391 -0.4121 0.0082
O 2.09914 1.79122 -0.01057 0.7013 0.3253 0.4738
C 2.31486 3.60389 2.82666 0.7446 -0.1287 -0.3362
S 3.89515 3.14128 1.92359 -0.1792 -0.2240 -0.0442
P 2.66887 5.45030 3.24057 -0.3960 0.4348 0.3405
N 1.78292 6.10127 4.29397 0.3749 0.0229 -0.4769
O 2.81695 6.03758 1.75560 0.2919 -0.0272 0.1737
O 4.18850 5.45375 3.74910 -0.0518 -0.2739 0.0421
H 4.99654 2.14401 6.01311 0.0660 0.1915 -0.0074
H 5.15996 2.11099 4.27747 -0.0267 -0.0851 0.0160
H 5.28814 3.64018 5.16338 -0.0786 0.0321 -0.0280
H 2.84391 3.49893 7.03070 0.3004 0.3576 0.0523
H 1.45925 0.62989 3.63307 0.0419 0.0026 0.4294
H 2.51566 1.20793 2.45180 0.2199 0.1952 0.0468
H 0.65219 4.21330 6.17679 0.1976 0.0114 -0.2670
H -0.79121 3.34830 5.96598 0.1416 -0.1087 -0.0203
H -1.74419 4.66945 4.38100 0.0760 -0.0393 -0.0709
H -0.29782 5.59566 4.04342 0.0273 -0.2995 -0.0015
H -1.51069 6.91470 5.49723 -0.0279 -0.0466 0.0534
H -0.28220 6.22992 6.53867 -0.0391 -0.1046 0.0557
H -1.93946 5.52665 8.16850 0.0473 0.0366 0.0914
H -0.33212 -0.27680 5.95863 0.2983 -0.1650 0.2350
H 0.48018 1.36713 7.78604 0.3764 -0.1308 0.0358
H -1.02848 3.20242 3.32190 0.3003 0.1774 0.2640
H -1.34858 0.98809 4.75364 0.0381 0.1532 0.0404
H -0.98342 0.24116 3.24762 0.0976 0.0214 0.1232
H -3.02074 0.98983 2.32117 -0.0717 0.1649 -0.0464
H -3.06052 2.47175 3.30333 -0.0368 0.0094 -0.1679
H -1.59881 2.58756 1.20391 0.1328 0.1543 -0.0589
H -1.06794 0.91248 1.34332 0.0044 -0.0062 0.1864
H 2.84374 4.71497 -0.44681 -0.2504 0.2529 0.1164
H 2.74358 1.65474 -0.71754 -0.3091 -0.0508 -0.2720
H 4.79387 3.45935 2.85577 -0.0732 0.1053 0.0072
H 1.22251 6.90193 4.04011 -0.0221 -0.0246 0.2100
H 2.39782 6.90963 1.69592 -0.1000 -0.1248 -0.1650
H 4.81933 5.50764 3.01936 0.0259 0.0745 0.0398
O -4.21755 -0.87248 -5.58551 -0.0333 0.0303 0.0107
Si -3.13260 -0.70093 -4.36853 0.2256 0.0219 0.1662
C -1.60644 0.19590 -4.96881 -0.0492 -0.0080 -0.0514
C -2.62314 -2.37366 -3.71137 -0.0525 0.0064 -0.0245
C -3.90942 0.28627 -2.99239 -0.0938 0.0128 -0.0233
Si -4.37691 -1.54479 -7.08260 -0.0269 -0.1382 -0.2799
C -6.08574 -1.18134 -7.72168 -0.0099 0.0546 0.1059
C -4.12676 -3.39357 -6.98391 0.0213 0.0477 0.1051
C -3.10916 -0.82234 -8.24920 0.0184 0.0446 0.1043
H -1.06849 -0.38880 -5.71827 0.0120 0.0052 -0.0001
H -0.92454 0.38271 -4.13503 0.0078 0.0025 0.0026
H -1.86456 1.15783 -5.41744 0.0144 0.0080 0.0067
H -3.48992 -2.96053 -3.39986 0.0125 -0.0140 0.0068
H -1.96274 -2.25652 -2.84788 0.0131 -0.0084 -0.0029
H -2.08575 -2.94474 -4.47093 -0.0075 -0.0348 0.0135
H -4.79736 -0.20734 -2.59252 0.0041 -0.0043 -0.0009
H -4.20086 1.28213 -3.33227 0.0053 0.0061 0.0137
H -3.18614 0.40235 -2.18061 -0.0093 0.0153 0.0177
H -6.85299 -1.59724 -7.06597 -0.0042 -0.0063 -0.0079
H -6.21247 -1.62138 -8.71302 -0.0209 0.0040 -0.0090
H -6.26036 -0.10686 -7.80332 -0.0019 -0.0003 -0.0105
H -3.10714 -3.64624 -6.68369 0.0019 -0.0132 -0.0128
H -4.31072 -3.85118 -7.95821 0.0022 -0.0156 -0.0033
H -4.81016 -3.84724 -6.26290 -0.0067 -0.0145 -0.0143
H -2.09180 -1.08312 -7.94932 0.0053 -0.0044 -0.0164
H -3.17926 0.26694 -8.28432 -0.0018 -0.0001 -0.0215
H -3.26727 -1.20389 -9.26014 0.0086 0.0027 -0.0106
O 1.82879 -6.75610 -3.71858 -0.0055 -0.0073 0.0393
Si 3.25458 -7.32925 -4.30973 0.2449 -0.1087 -0.1125
C 4.68862 -6.47556 -3.46634 -0.0935 0.0437 0.0347
C 3.36167 -7.01979 -6.14852 -0.0843 0.0420 0.0375
C 3.34613 -9.15819 -3.98177 -0.0927 0.0194 0.0487
Si 0.95705 -5.37396 -3.56231 -0.1570 0.2439 -0.0095
C -0.64008 -5.75478 -2.68540 0.0424 -0.1006 0.0093
C 0.58476 -4.65327 -5.24637 0.0584 -0.0687 -0.0059
C 1.91435 -4.11090 -2.56623 0.0495 -0.0656 -0.0100
H 4.71502 -5.40926 -3.70148 0.0159 0.0008 -0.0014
H 5.63362 -6.91394 -3.79406 0.0138 0.0051 0.0035
H 4.62619 -6.57858 -2.38085 0.0178 -0.0082 0.0007
H 2.50466 -7.44994 -6.67092 0.0102 -0.0092 -0.0126
H 4.26758 -7.47390 -6.55580 0.0038 0.0028 -0.0131
H 3.39113 -5.95215 -6.37664 0.0098 -0.0012 -0.0122
H 2.52753 -9.69074 -4.46934 0.0050 -0.0056 -0.0047
H 3.29770 -9.37432 -2.91283 0.0060 -0.0049 -0.0003
H 4.28690 -9.55820 -4.36593 0.0009 -0.0235 0.0021
H -1.23477 -6.48106 -3.24270 -0.0088 0.0046 0.0001
H -1.23244 -4.84318 -2.57831 -0.0202 -0.0037 0.0006
H -0.45874 -6.16394 -1.68940 -0.0045 0.0013 0.0011
H 1.49687 -4.34296 -5.76067 -0.0045 0.0066 -0.0091
H -0.05844 -3.77585 -5.14883 0.0056 0.0146 -0.0113
H 0.07431 -5.38052 -5.88140 -0.0177 0.0139 -0.0042
H 2.82238 -3.79668 -3.08547 0.0013 0.0112 0.0042
H 2.20712 -4.51631 -1.59513 -0.0067 0.0137 0.0082
H 1.30078 -3.22284 -2.39445 0.0012 0.0076 0.0031
```
Forces are in eV/Å.